DFT (ωB97M-V/def2-TZVPD) results for 7 unconnected molecules or ions with the total composition C50H52F48N2O11S2 in a non-equilibrium geometry.

HOMO level (eV): -9.01
SMILES: C=C[C@@]1(CCCSC(=S)n2ccnc2)OC(=O)O[C@@]1(CCC)CCCOC(C)=O.FC(F)C(F)(F)COC(F)(F)C(F)F.FC(F)C(F)(F)COC(F)(F)C(F)F.FC(F)C(F)(F)COC(F)(F)C(F)F.FC(F)C(F)(F)COC(F)(F)C(F)F.FC(F)C(F)(F)COC(F)(F)C(F)F.FC(F)C(F)(F)COC(F)(F)C(F)F
Kohn-Sham gap (Eh): 0.2804
E (eV): -230296.15222

Structure (XYZ):
```
165
Properties=species:S:1:pos:R:3:forces:R:3:lowdin_charge:R:1
C -3.23162 -9.68884 4.71984 -0.43 1.75 -0.83 0.042
C -3.56428 -8.48312 4.00383 0.11 -1.84 1.12 -0.051
C -4.67096 -7.46579 4.63372 1.25 -0.77 0.71 -0.290
C -6.09813 -7.47449 3.91406 0.05 -0.73 -1.21 -0.105
C -6.07122 -7.17384 2.33952 -0.34 -0.18 0.07 -0.236
C -7.54301 -7.48909 1.73656 -0.04 -0.99 1.57 -0.457
S -8.12194 -6.20086 0.51224 -1.03 -0.31 0.45 0.803
C -9.89826 -5.79758 0.96708 -0.74 -0.25 0.88 -0.977
S -11.19188 -6.24637 0.01253 2.02 0.88 1.55 0.658
N -10.03574 -5.07757 2.26439 0.80 -0.06 -0.39 -0.179
C -11.22705 -4.94557 3.06916 2.32 2.31 3.26 -0.048
C -10.75706 -4.14827 4.30190 0.89 -2.20 -4.70 -0.096
N -9.34166 -3.82959 4.12856 -1.37 -2.47 -3.46 -0.002
C -8.90656 -4.40651 2.88432 -3.48 1.19 4.10 -0.128
O -4.98081 -8.17952 5.88848 0.15 1.94 2.51 -0.033
C -4.40124 -7.52434 7.03943 0.07 -0.06 -0.67 -0.377
O -4.57210 -7.78898 8.23688 0.78 0.94 -4.93 0.126
O -3.54849 -6.55214 6.45030 -0.93 -1.19 1.85 -0.018
C -4.03866 -6.07095 5.13653 -0.44 -0.32 1.88 -0.279
C -5.13266 -4.97363 5.62057 0.78 0.95 -0.64 -0.097
C -5.28020 -3.71066 4.64055 -0.98 1.12 0.91 -0.220
C -4.13386 -2.57014 4.89782 -0.38 -1.06 0.18 -0.105
C -2.67299 -5.54507 4.48210 -0.69 -0.55 -0.07 -0.089
C -2.75720 -5.21738 2.91321 1.68 0.72 0.23 -0.113
C -1.38398 -5.79382 2.25479 -0.35 -0.71 0.69 -0.167
O -1.05063 -5.09680 1.02172 1.81 0.76 0.87 -0.077
C -0.00667 -4.15272 1.20451 -0.56 3.88 0.10 -0.377
C 1.56148 -4.54140 1.30459 -0.78 -0.25 -0.48 0.015
O -0.30831 -2.92322 1.25285 1.01 -4.84 -0.28 0.040
H -2.94371 -9.67861 5.83237 -1.78 -0.14 -1.54 0.087
H -3.27665 -10.72661 4.23112 1.44 1.86 0.25 0.077
H -3.01207 -8.28162 3.02951 -1.85 -0.62 0.65 0.091
H -6.50887 -8.55020 4.03646 0.79 1.68 -0.12 0.147
H -6.87176 -6.78865 4.39444 1.35 -0.75 -0.33 0.120
H -5.27470 -7.86662 1.86770 -1.30 1.34 0.52 0.118
H -5.85509 -6.07037 2.12130 -0.03 -1.58 0.34 0.079
H -7.56903 -8.55291 1.28943 -0.01 1.87 0.38 0.095
H -8.27289 -7.53014 2.63385 0.99 0.29 -1.52 0.094
H -12.26324 -5.36407 2.84214 2.06 0.59 0.02 0.108
H -11.40858 -3.85837 5.19038 1.36 -0.37 -1.46 0.098
H -7.83601 -4.29557 2.53048 -1.95 -0.39 0.19 0.100
H -6.15432 -5.42195 5.85329 1.46 0.32 -0.46 0.121
H -4.72196 -4.56292 6.62065 -0.66 -0.71 -1.62 0.140
H -5.39238 -3.97337 3.53250 0.37 0.19 1.52 0.090
H -6.27101 -3.19003 4.93625 1.40 -1.03 -0.60 0.105
H -3.53201 -2.47005 3.93463 -0.54 0.21 1.57 0.059
H -3.49315 -2.95716 5.77853 -0.74 0.87 -1.57 0.073
H -4.59620 -1.57085 5.23003 0.72 -1.55 -0.76 0.080
H -2.32245 -4.65748 5.11692 -0.54 -1.22 -1.14 0.127
H -1.89588 -6.38111 4.64653 -1.34 1.12 -0.17 0.128
H -2.68750 -4.07421 2.75433 -0.38 -1.87 0.17 0.111
H -3.68994 -5.62275 2.39977 1.37 0.45 0.68 0.102
H -0.49449 -5.68935 2.98540 -1.55 -0.12 -0.91 0.134
H -1.48328 -6.91789 2.00811 0.14 1.78 0.33 0.128
H 1.83121 -4.76824 2.38962 -0.42 0.22 -1.45 0.091
H 2.15651 -3.61906 0.95654 -1.08 -1.54 0.55 0.074
H 1.80843 -5.44498 0.63172 -0.42 1.43 1.17 0.101
C 1.57690 -0.52637 2.15970 0.01 -0.54 -0.54 -0.036
C 1.03983 -0.28820 3.58836 0.91 -0.48 -0.10 -0.424
C 0.33256 1.04711 3.83870 -0.72 0.30 0.34 -0.290
F 1.10155 2.12112 3.58662 0.06 -0.08 -0.03 0.094
F -0.03541 1.14648 5.14451 0.04 -0.33 0.06 0.082
F 2.05097 -0.48115 4.47048 -0.16 0.25 0.04 0.125
F 0.13614 -1.28104 3.84024 -0.18 0.45 -0.18 0.104
O 2.95960 -0.20871 1.90504 0.00 1.42 0.59 0.028
C 3.28844 1.14047 1.65340 -1.43 -1.61 -0.51 -0.500
C 4.11833 1.77711 2.77810 0.61 0.24 0.61 -0.267
F 3.53911 1.64305 3.98523 0.00 -0.20 -0.27 0.105
F 4.27649 3.10957 2.57068 -0.13 -0.14 -0.41 0.091
F 2.16240 1.82016 1.37215 0.48 0.38 0.03 0.133
F 4.01281 1.13220 0.50781 0.47 0.32 0.33 0.125
H 1.52293 -1.60549 1.99411 0.02 0.20 0.21 0.112
H 0.91968 -0.09917 1.39733 0.09 0.13 0.23 0.150
H -0.57668 1.12578 3.23651 0.05 -0.18 -0.12 0.178
H 5.11105 1.32300 2.83188 -0.07 -0.13 -0.22 0.177
C 4.40140 4.80125 -0.18296 0.55 -0.10 0.55 -0.040
C 2.88388 5.01674 -0.38009 0.51 0.84 0.26 -0.428
C 2.25095 4.31420 -1.58596 -0.85 -0.49 -0.17 -0.292
F 2.79861 4.66294 -2.76462 0.06 0.06 0.04 0.087
F 0.93317 4.63169 -1.67554 0.09 0.11 0.33 0.093
F 2.63190 6.34773 -0.39619 -0.09 -0.19 -0.22 0.127
F 2.26494 4.53929 0.73971 0.09 -0.31 -0.39 0.102
O 5.28849 5.79843 -0.72216 -0.69 -0.12 -1.33 0.038
C 5.59271 5.72611 -2.09885 0.19 -1.10 1.75 -0.502
C 4.99238 6.88451 -2.90611 -0.16 0.79 -0.32 -0.268
F 3.66529 7.01641 -2.71508 0.16 -0.08 0.18 0.096
F 5.17336 6.68762 -4.23447 0.29 -0.32 0.05 0.090
F 5.24010 4.51176 -2.56502 0.17 0.31 -0.48 0.132
F 6.94240 5.77742 -2.18303 -0.27 0.43 -0.26 0.143
H 4.57688 4.85252 0.89498 -0.17 0.22 -0.18 0.136
H 4.71319 3.79093 -0.46383 -0.20 0.16 -0.23 0.138
H 2.31865 3.22759 -1.48277 0.15 0.00 0.16 0.171
H 5.46416 7.83199 -2.63445 0.16 -0.16 0.14 0.179
C -1.92231 3.84553 5.76985 0.25 -0.23 -0.68 -0.043
C -1.62712 4.56110 7.10677 -0.32 0.65 -0.77 -0.430
C -2.13575 3.87321 8.37771 0.28 -0.16 0.92 -0.298
F -3.46558 3.67633 8.39071 0.02 0.03 -0.15 0.094
F -1.85786 4.63568 9.46694 0.23 0.15 -0.26 0.092
F -2.07734 5.83606 7.02531 -0.05 -0.19 0.22 0.125
F -0.26731 4.65548 7.21055 -0.19 -0.44 0.19 0.105
O -3.09175 4.25420 5.03644 -0.77 -0.15 1.22 0.033
C -4.33706 3.71970 5.43591 1.78 -0.61 -0.69 -0.503
C -5.26805 4.76938 6.05823 -0.60 0.62 0.18 -0.279
F -4.68848 5.44073 7.07191 0.17 -0.09 -0.24 0.097
F -6.37906 4.18405 6.56697 0.15 -0.34 -0.25 0.098
F -4.12387 2.65483 6.23354 -0.55 0.11 0.02 0.133
F -4.90733 3.23084 4.31033 -0.26 0.42 0.24 0.142
H -1.09387 4.10189 5.10283 -0.15 0.21 0.16 0.147
H -1.87040 2.75751 5.86677 -0.17 0.18 0.25 0.128
H -1.64321 2.90761 8.52099 0.09 0.00 -0.20 0.174
H -5.58080 5.50054 5.30865 0.14 -0.16 -0.17 0.175
C 8.34989 5.80876 -7.17211 0.64 -0.21 0.44 -0.038
C 7.29897 6.90800 -7.44360 0.76 0.10 -0.64 -0.425
C 5.84588 6.44408 -7.58311 -0.78 0.32 0.37 -0.316
F 5.66084 5.54788 -8.56978 0.14 -0.04 -0.05 0.095
F 5.03952 7.49689 -7.87541 0.36 0.18 0.12 0.099
F 7.69289 7.62535 -8.52373 -0.23 -0.09 0.03 0.124
F 7.35126 7.77298 -6.38586 -0.28 -0.39 0.08 0.103
O 9.06111 5.26155 -8.29753 -1.30 -0.21 -0.67 0.032
C 8.41818 4.25675 -9.05438 0.64 0.34 1.89 -0.504
C 8.03481 4.72242 -10.46580 -0.05 0.23 -0.83 -0.279
F 7.30636 5.85498 -10.45836 0.22 -0.05 0.21 0.098
F 7.28488 3.78408 -11.09375 0.14 -0.26 0.32 0.095
F 7.37625 3.77354 -8.35007 -0.04 -0.21 -0.53 0.134
F 9.30581 3.23943 -9.14751 -0.14 0.25 -0.48 0.141
H 9.13438 6.28649 -6.57800 -0.11 0.11 -0.27 0.148
H 7.95720 5.01832 -6.52594 -0.21 0.10 -0.26 0.145
H 5.48500 6.00856 -6.65047 0.36 0.05 0.03 0.139
H 8.92839 4.90377 -11.06826 0.13 -0.10 0.22 0.175
C 0.95860 3.98695 -8.06936 0.48 -0.64 0.11 -0.040
C -0.43408 4.54937 -8.43126 0.12 -0.15 1.06 -0.433
C -0.46226 5.73578 -9.40038 -0.51 0.38 -0.73 -0.301
F 0.22649 6.80478 -8.96610 0.06 -0.13 0.11 0.097
F -1.73921 6.16046 -9.58451 -0.05 -0.36 0.14 0.092
F -1.09765 4.83483 -7.28588 0.04 0.18 -0.24 0.126
F -1.13037 3.52849 -9.01714 0.28 0.24 -0.34 0.101
O 1.58559 4.46023 -6.86398 -0.28 1.33 -0.43 0.036
C 2.26071 5.69990 -6.91998 -0.11 -1.71 -0.99 -0.490
C 1.56456 6.80166 -6.10900 -0.24 0.61 0.70 -0.273
F 0.26750 6.94896 -6.44191 0.11 -0.30 -0.05 0.100
F 2.15746 8.00079 -6.32155 0.32 -0.29 -0.17 0.102
F 2.46193 6.03071 -8.20916 0.11 0.42 0.36 0.136
F 3.49080 5.47396 -6.39898 -0.49 0.20 0.39 0.125
H 0.80936 2.91974 -7.88125 -0.17 0.23 0.13 0.148
H 1.64775 4.02380 -8.91816 -0.17 0.29 0.06 0.145
H -0.06975 5.44773 -10.37945 0.08 -0.19 0.07 0.174
H 1.61265 6.58222 -5.03911 0.16 -0.22 -0.07 0.172
C 5.15128 -3.42613 -3.81616 0.67 0.25 -0.38 -0.039
C 4.34385 -4.61177 -3.24162 0.70 0.40 0.64 -0.433
C 2.83492 -4.60538 -3.50715 -0.72 -0.60 -0.23 -0.299
F 2.20753 -3.51456 -3.03433 0.15 0.05 0.02 0.095
F 2.24751 -5.66974 -2.90023 0.36 -0.10 0.03 0.088
F 4.60884 -4.71593 -1.91683 -0.28 0.00 -0.09 0.121
F 4.85218 -5.74598 -3.81035 -0.37 0.23 -0.27 0.104
O 5.41658 -2.30871 -2.94951 -1.43 -0.01 0.34 0.035
C 4.39416 -1.34715 -2.78847 1.13 -0.75 -1.48 -0.499
C 3.78729 -1.35039 -1.37949 -0.14 0.23 0.86 -0.279
F 3.36138 -2.57288 -1.00140 0.20 -0.03 -0.14 0.087
F 2.71000 -0.53074 -1.31616 0.11 0.09 -0.43 0.095
F 3.47941 -1.51041 -3.76409 -0.23 0.35 0.38 0.135
F 4.97402 -0.14728 -3.02094 -0.21 -0.10 0.55 0.147
H 6.14601 -3.82285 -4.03896 -0.14 -0.03 0.27 0.150
H 4.76250 -3.09691 -4.78413 -0.23 -0.05 0.25 0.145
H 2.62787 -4.68489 -4.57775 0.20 0.03 -0.05 0.175
H 4.51767 -1.00877 -0.64238 0.13 0.03 -0.22 0.165
```
Positions in Å, forces in eV/Å.